This record from the OMol25 dataset describes a cluster of 3 separate species, C12H24I2O9S2 in total at a distorted geometry. The level of theory is wB97M-V/def2-TZVPD.

```
49
Properties=species:S:1:pos:R:3:forces:R:3:mulliken_charge:R:1
C 2.62285 -4.11179 0.13297 0.19 -0.01 -0.40 -0.98
C 2.14666 -5.30422 -0.69189 0.14 -0.67 1.21 -0.61
I 3.61210 -6.90190 -0.55979 0.34 0.22 -0.75 0.09
C 0.76545 -5.81674 -0.23207 0.68 0.03 -0.23 -0.99
I 0.93476 -7.09842 1.47876 -0.65 0.08 0.40 0.18
C -0.17940 -4.64742 -0.05667 -0.78 -0.13 0.21 0.63
C -1.01305 -4.43500 1.22947 -0.73 0.16 -0.95 -0.35
O -2.28400 -3.98610 0.68527 0.27 1.03 -0.02 -0.39
C -2.08715 -3.75053 -0.63077 -0.83 0.55 -0.93 0.61
O -2.59013 -2.87428 -1.29295 0.50 -1.63 1.03 -0.54
O -1.19483 -4.69100 -1.07742 0.07 0.64 -0.29 -0.49
H 1.93898 -3.85464 0.92641 -0.15 -0.03 0.36 0.22
H 2.69651 -3.24675 -0.50871 0.09 0.39 -0.10 0.23
H 3.58400 -4.29091 0.57731 0.39 0.02 0.16 0.53
H 2.12645 -5.10321 -1.74699 -0.16 0.19 -0.39 0.60
H 0.36737 -6.43508 -1.01827 -0.26 -0.40 -0.08 0.56
H 0.32086 -3.70275 -0.21978 0.46 0.13 -0.11 0.10
H -0.58994 -3.60188 1.76675 0.13 0.00 0.63 0.18
H -1.25405 -5.29208 1.82496 0.33 -0.39 0.32 0.44
O 1.04931 -0.75802 0.19435 0.06 -0.38 0.03 -0.62
S 0.86023 0.24610 1.20105 -0.20 0.51 -0.12 1.28
O 1.00671 -0.09946 2.58167 0.07 -0.22 0.04 -0.66
O -0.55747 0.92033 0.97044 0.10 0.05 0.12 -0.15
C -1.71005 0.04861 0.88847 -0.34 -0.34 -0.04 -0.35
C -2.13395 -0.50693 2.23332 0.16 0.03 0.06 -1.02
C 1.85247 1.64722 0.83982 0.10 -0.07 0.02 -1.01
H -1.51001 -0.74844 0.17088 0.08 0.04 -0.01 0.34
H -2.49747 0.67175 0.47154 0.10 0.12 -0.03 0.24
H -1.38198 -1.17859 2.64414 0.02 -0.01 0.00 0.19
H -3.06490 -1.06295 2.12314 -0.02 0.02 -0.07 0.40
H -2.28358 0.29861 2.95160 -0.04 0.02 0.00 0.33
H 1.71818 1.91862 -0.19925 -0.06 0.05 -0.05 0.27
H 2.88391 1.36059 1.03394 -0.01 -0.07 0.04 0.46
H 1.55807 2.46164 1.49395 -0.04 0.02 0.01 0.31
O 0.56514 3.79464 -0.98307 0.14 0.01 0.07 -0.45
S 0.34457 4.88126 -1.89097 -0.36 0.05 -0.16 1.08
O 1.33372 5.90204 -2.02722 0.17 0.00 0.05 -0.62
O -1.05918 5.53844 -1.55342 0.02 0.03 -0.12 -0.30
C -1.29679 5.96212 -0.19097 -0.05 0.14 0.46 -0.24
C -0.56098 7.23687 0.16937 0.15 -0.04 -0.15 -1.01
C -0.07172 4.25802 -3.48095 -0.04 -0.04 -0.02 -0.98
H -1.04467 5.14587 0.48769 0.07 -0.05 -0.10 0.24
H -2.37161 6.11610 -0.13448 -0.03 -0.05 -0.16 0.28
H 0.51728 7.08980 0.17190 0.01 -0.02 0.01 0.30
H -0.86274 7.56653 1.16336 -0.07 -0.03 0.00 0.39
H -0.78638 8.02488 -0.54814 -0.05 0.02 0.02 0.27
H -0.83931 3.49750 -3.37299 -0.01 0.00 0.02 0.31
H 0.83606 3.82887 -3.89795 0.04 0.00 0.03 0.37
H -0.41629 5.08270 -4.09778 0.01 0.03 0.00 0.35
```
Forces are in eV/Å.

Output
* max |F|: 2.0 eV/A
* LUMO level: -0.03 eV
* E: -2540.5213 hartree

=====

This record from the OMol25 dataset describes a structure of composition C2H2OS2 at a distorted geometry. The level of theory is wB97M-V/def2-TZVPD.

```
7
Properties=species:S:1:pos:R:3:forces:R:3:mulliken_charge:R:1
C 0.17984 0.02019 0.05339 2.33 0.34 -2.56 0.24
C -0.06805 0.21831 1.44363 -3.80 -0.80 1.05 0.16
H -1.77154 -0.66961 0.10627 -0.40 0.29 -1.30 0.17
H 0.84829 0.26586 1.97221 0.79 0.50 1.52 0.35
O -1.23824 0.16937 1.84608 2.59 0.37 0.30 -0.51
S -1.02017 -0.32326 -1.01950 -2.79 -1.07 0.49 -0.19
S 1.65507 0.17437 -0.59483 1.29 0.37 0.50 -0.23
```
Forces are in eV/Å.

Output
* max |F|: 4.0 eV/A
* LUMO level: -1.80 eV
* E: -948.9661 hartree
* relative energy (zero: lowest compared OMol25 entry of this formula, charge and spin): 102.1 kJ/mol